Record 1
Molecular formula: Cl3FO12Sr3
Method: DFT, ωB97M-V/def2-TZVPD

CARTESIAN COORDINATES (ANGSTROEM)
O (-0.47, 2.41, -4.06)
Cl (-0.65, 1.69, -2.83)
Sr (-4.97, -0.94, -0.55)
O (4.65, 0.91, 0.12)
O (-2.17, -1.01, -0.42)
Sr (-2.69, -4.28, 2.48)
O (-1.22, 0.28, 1.37)
O (4.77, -0.72, 1.85)
O (2.62, 0.22, 1.08)
Cl (-1.03, -0.97, 0.53)
O (-1.86, 0.82, -2.76)
F (-4.35, -2.47, 1.57)
O (-0.83, 2.41, -1.58)
Cl (4.03, 0.51, 1.44)
O (0.27, -1.18, 0.16)
O (0.52, 0.75, -2.65)
O (4.02, 1.65, 2.37)
O (-1.39, -2.10, 1.40)
Sr (0.73, 2.00, 0.48)

Results
LUMO (alpha / beta) = -5.498 / -4.631 eV
total charge = +1
F_max = 7.71 eV/A
highest occupied orbital energy (alpha / beta) = -8.11 / -11.35 eV
orbital gap (alpha / beta) = 2.61 / 6.72 eV
multiplicity = 2

Charges obtained by Mulliken population analysis, quoted in units of e:
1 O -0.539
2 Cl 1.628
3 Sr 1.266
4 O -0.605
5 O -0.536
6 Sr 1.443
7 O -0.767
8 O -0.565
9 O -0.654
10 Cl 1.454
11 O -0.603
12 F -0.794
13 O -0.770
14 Cl 1.506
15 O -0.421
16 O -0.645
17 O -0.608
18 O -0.608
19 Sr 1.819



Record 2
Molecular formula: Cl3H3Si2
Method: DFT, ωB97M-V/def2-TZVPD

CARTESIAN COORDINATES (ANGSTROEM)
Si (3.40, -0.20, -0.56)
Cl (-0.71, 0.81, 1.88)
Cl (1.65, -0.89, -1.40)
H (-0.94, -1.49, 0.46)
H (-1.73, 0.81, -0.76)
Si (-1.78, -0.17, 0.50)
H (-3.26, -0.64, 0.98)
Cl (3.37, 1.77, -1.11)

Results
LUMO = -0.788 eV
F_max = 2.10 eV/A
highest occupied orbital energy = -9.72 eV
orbital gap = 8.93 eV

Charges obtained by Mulliken population analysis, quoted in units of e:
1 Si 0.317
2 Cl -0.215
3 Cl -0.157
4 H -0.082
5 H -0.049
6 Si 0.417
7 H -0.065
8 Cl -0.166



Record 3
Molecular formula: Cl3OP2
Method: DFT, ωB97M-V/def2-TZVPD

CARTESIAN COORDINATES (ANGSTROEM)
P (0.33, 0.57, -1.35)
P (-0.68, 0.33, 1.77)
Cl (2.29, 0.78, -1.08)
O (-0.02, 0.84, 0.51)
Cl (-1.95, -1.06, 1.21)
Cl (0.03, -1.47, -1.08)

Results
LUMO = -6.737 eV
total charge = +1
F_max = 1.83 eV/A
highest occupied orbital energy = -15.55 eV
orbital gap = 8.82 eV

Charges obtained by Mulliken population analysis, quoted in units of e:
1 P 0.645
2 P 0.633
3 Cl -0.012
4 O -0.123
5 Cl -0.019
6 Cl -0.124



Record 4
Molecular formula: Cl3OPS
Method: DFT, ωB97M-V/def2-TZVPD

CARTESIAN COORDINATES (ANGSTROEM)
S (-1.36, 1.57, -0.21)
P (0.22, -0.57, -0.14)
Cl (-0.71, -1.99, -1.11)
Cl (-0.67, 2.06, 1.56)
O (0.72, -0.82, 1.23)
Cl (1.81, -0.25, -1.33)

Results
LUMO = -2.067 eV
F_max = 3.17 eV/A
highest occupied orbital energy = -9.60 eV
orbital gap = 7.53 eV

Charges obtained by Mulliken population analysis, quoted in units of e:
1 S -0.022
2 P 0.803
3 Cl -0.127
4 Cl -0.064
5 O -0.447
6 Cl -0.143



Record 5
Molecular formula: Cl4FNP2S
Method: DFT, ωB97M-V/def2-TZVPD

CARTESIAN COORDINATES (ANGSTROEM)
Cl (3.30, -0.96, 0.60)
Cl (-3.01, 0.92, 1.02)
F (-1.42, 0.86, -1.17)
P (-1.45, 0.00, 0.18)
Cl (-2.10, -1.77, -0.29)
Cl (2.29, 1.70, -0.66)
N (0.72, -1.00, -0.99)
S (0.00, 0.41, 1.56)
P (1.67, -0.16, -0.24)

Results
LUMO = -0.945 eV
F_max = 2.97 eV/A
highest occupied orbital energy = -8.90 eV
orbital gap = 7.96 eV

Charges obtained by Mulliken population analysis, quoted in units of e:
1 Cl -0.180
2 Cl -0.169
3 F -0.162
4 P 0.958
5 Cl -0.079
6 Cl -0.149
7 N -0.640
8 S -0.269
9 P 0.690



Record 6
Molecular formula: Cl4O8P2Y
Method: DFT, ωB97M-V/def2-TZVPD

CARTESIAN COORDINATES (ANGSTROEM)
O (2.30, 1.92, 0.06)
O (-2.05, -0.07, 0.65)
Y (-0.99, -0.21, -1.32)
O (-0.13, 0.87, 2.32)
P (-1.08, -0.38, 1.86)
Cl (-3.86, -0.04, -2.11)
O (3.67, 0.14, -0.61)
O (2.37, 0.13, 1.35)
O (1.09, -0.40, -0.66)
O (-1.61, -0.58, 3.37)
Cl (-0.23, 0.11, -3.77)
Cl (-0.69, 2.50, -1.17)
P (2.32, 0.49, -0.24)
Cl (-1.10, -3.02, -1.26)
O (0.01, -1.46, 1.53)

Results
LUMO = 15.359 eV
total charge = -7
F_max = 6.02 eV/A
highest occupied orbital energy = 12.90 eV
orbital gap = 2.46 eV

Charges obtained by Mulliken population analysis, quoted in units of e:
1 O -0.576
2 O -0.381
3 Y 1.787
4 O -0.512
5 P 0.826
6 Cl -1.281
7 O -0.772
8 O -0.475
9 O -0.359
10 O -0.775
11 Cl -2.400
12 Cl -1.027
13 P 0.622
14 Cl -1.101
15 O -0.575



Record 7
Molecular formula: Cl5HSSi2
Method: DFT, ωB97M-V/def2-TZVPD

CARTESIAN COORDINATES (ANGSTROEM)
S (0.46, 2.49, -1.74)
Cl (0.97, 2.13, 1.71)
Cl (2.44, -1.58, -0.67)
H (-2.08, -0.33, -0.51)
Si (0.54, 1.30, -0.13)
Si (0.69, -1.04, 0.14)
Cl (-2.72, 0.64, 0.29)
Cl (0.48, -1.84, 1.98)
Cl (-0.77, -1.78, -1.07)

Results
LUMO = -1.204 eV
F_max = 2.60 eV/A
highest occupied orbital energy = -9.54 eV
orbital gap = 8.33 eV

Charges obtained by Mulliken population analysis, quoted in units of e:
1 S -0.326
2 Cl -0.205
3 Cl -0.177
4 H 0.272
5 Si 0.448
6 Si 0.680
7 Cl -0.290
8 Cl -0.175
9 Cl -0.226



Record 8
Molecular formula: Cl5NP2
Method: DFT, ωB97M-V/def2-TZVPD

CARTESIAN COORDINATES (ANGSTROEM)
Cl (1.34, 1.96, -0.32)
Cl (-2.69, 0.63, 0.80)
Cl (0.67, 0.20, 2.01)
P (-2.10, -0.04, -0.99)
Cl (2.49, -0.74, -0.72)
P (0.75, -0.04, 0.00)
Cl (0.08, -2.08, 0.23)
N (-0.55, 0.11, -1.00)

Results
LUMO = -1.594 eV
F_max = 1.45 eV/A
highest occupied orbital energy = -10.40 eV
orbital gap = 8.81 eV

Charges obtained by Mulliken population analysis, quoted in units of e:
1 Cl -0.292
2 Cl -0.132
3 Cl -0.119
4 P 0.283
5 Cl -0.149
6 P 0.912
7 Cl -0.357
8 N -0.147



Record 9
Molecular formula: ClFH2NPS
Method: DFT, ωB97M-V/def2-TZVPD

CARTESIAN COORDINATES (ANGSTROEM)
S (2.26, -1.24, -0.47)
N (-1.67, 0.02, -0.36)
H (-2.03, -0.80, -0.77)
H (-1.52, -0.15, 0.58)
P (0.91, 0.09, -0.06)
F (0.67, 0.14, 1.53)
Cl (1.37, 1.94, -0.45)

Results
LUMO (alpha / beta) = -2.174 / -2.172 eV
F_max = 4.53 eV/A
highest occupied orbital energy (alpha / beta) = -9.58 / -9.58 eV
orbital gap (alpha / beta) = 7.40 / 7.40 eV

Charges obtained by Mulliken population analysis, quoted in units of e:
1 S -0.273
2 N -0.565
3 H 0.226
4 H 0.261
5 P 0.670
6 F -0.212
7 Cl -0.105



Record 10
Molecular formula: ClFH2Si
Method: DFT, ωB97M-V/def2-TZVPD

CARTESIAN COORDINATES (ANGSTROEM)
Cl (0.21, 0.79, 3.12)
Si (-0.68, 0.11, 1.42)
F (-1.61, -1.14, 1.88)
H (1.35, -1.38, -0.75)
H (-1.77, 0.93, 1.09)

Results
LUMO (alpha / beta) = -0.400 / -1.696 eV
F_max = 2.03 eV/A
highest occupied orbital energy (alpha / beta) = -9.10 / -11.32 eV
orbital gap (alpha / beta) = 8.70 / 9.63 eV

Charges obtained by Mulliken population analysis, quoted in units of e:
1 Cl -0.179
2 Si 0.467
3 F -0.239
4 H 0.007
5 H -0.056



Record 11
Molecular formula: ClFN2O3
Method: DFT, ωB97M-V/def2-TZVPD

CARTESIAN COORDINATES (ANGSTROEM)
Cl (2.50, -0.63, -0.22)
O (1.41, 0.18, 0.93)
N (0.40, 0.71, 0.43)
O (-0.81, -1.59, -0.02)
O (-1.91, 0.20, -0.69)
N (-1.05, -0.45, -0.18)
F (0.73, 1.31, -0.79)

Results
LUMO (alpha / beta) = -1.815 / -1.798 eV
F_max = 2.89 eV/A
highest occupied orbital energy (alpha / beta) = -9.92 / -9.93 eV
orbital gap (alpha / beta) = 8.11 / 8.14 eV

Charges obtained by Mulliken population analysis, quoted in units of e:
1 Cl 0.013
2 O -0.152
3 N 0.229
4 O -0.428
5 O -0.430
6 N 0.936
7 F -0.168



Record 12
Molecular formula: ClFOS
Method: DFT, ωB97M-V/def2-TZVPD

CARTESIAN COORDINATES (ANGSTROEM)
O (-0.76, 1.19, 1.86)
Cl (0.32, -0.25, -0.42)
S (-1.07, 1.03, 0.51)
F (1.51, -1.97, -1.95)

Results
LUMO (alpha / beta) = -5.108 / -4.901 eV
F_max = 4.71 eV/A
highest occupied orbital energy (alpha / beta) = -8.93 / -9.03 eV
orbital gap (alpha / beta) = 3.82 / 4.13 eV

Charges obtained by Mulliken population analysis, quoted in units of e:
1 O -0.193
2 Cl 0.192
3 S 0.657
4 F -0.656



Record 13
Molecular formula: ClH
Method: DFT, ωB97M-V/def2-TZVPD

CARTESIAN COORDINATES (ANGSTROEM)
H (0.58, -0.01, -0.34)
Cl (-0.58, 0.01, 0.34)

Results
LUMO = 0.919 eV
F_max = 1.71 eV/A
highest occupied orbital energy = -11.80 eV
orbital gap = 12.72 eV

Charges obtained by Mulliken population analysis, quoted in units of e:
1 H 0.256
2 Cl -0.256



Record 14
Molecular formula: ClH10NaO5
Method: DFT, ωB97M-V/def2-TZVPD

CARTESIAN COORDINATES (ANGSTROEM)
Cl (-3.13, -0.76, 3.50)
Na (-1.74, -0.10, -0.19)
H (1.12, -0.75, 3.30)
H (1.64, 0.00, -3.05)
H (-1.14, 2.16, -3.62)
H (2.18, -1.15, -2.24)
O (1.36, -0.71, -2.48)
H (0.01, 3.54, 1.15)
O (0.50, -4.23, 0.62)
O (-1.98, 2.19, -3.17)
H (1.37, -4.56, 0.42)
H (1.33, 0.09, 2.06)
H (0.66, -3.48, 1.20)
O (-0.35, 2.72, 1.48)
H (-2.51, 2.81, -3.67)
H (-0.90, 2.97, 2.22)
O (1.60, -0.73, 2.48)

Results
LUMO = -1.330 eV
F_max = 0.92 eV/A
highest occupied orbital energy = -6.97 eV
orbital gap = 5.64 eV

Charges obtained by Mulliken population analysis, quoted in units of e:
1 Cl -0.915
2 Na 0.874
3 H 0.343
4 H 0.309
5 H 0.310
6 H 0.317
7 O -0.616
8 H 0.305
9 O -0.641
10 O -0.617
11 H 0.311
12 H 0.297
13 H 0.330
14 O -0.608
15 H 0.317
16 H 0.327
17 O -0.643



Record 15
Molecular formula: ClH10NiO5
Method: DFT, ωB97M-V/def2-TZVPD

CARTESIAN COORDINATES (ANGSTROEM)
H (-1.60, 0.29, -0.03)
Cl (1.31, 0.00, -0.63)
H (-0.75, 1.25, -0.97)
O (1.76, -1.23, 2.47)
H (0.84, 2.06, 0.17)
H (-0.91, -0.91, -1.61)
O (-1.32, -1.20, 0.87)
O (0.63, 2.95, 0.51)
Ni (3.15, -0.33, -1.94)
O (-1.71, -1.26, -2.03)
O (-1.63, 1.17, -0.52)
H (1.57, -0.80, 3.31)
H (-1.25, -2.15, 1.05)
H (1.58, -0.56, 1.79)
H (-1.41, -1.79, -2.79)
H (-0.44, -0.94, 0.53)
H (0.18, 3.45, -0.18)

Results
LUMO (alpha / beta) = -5.393 / -10.093 eV
total charge = +1
F_max = 1.08 eV/A
highest occupied orbital energy (alpha / beta) = -14.32 / -14.08 eV
orbital gap (alpha / beta) = 8.93 / 3.99 eV
multiplicity = 3

Charges obtained by Mulliken population analysis, quoted in units of e:
1 H 0.445
2 Cl -0.538
3 H 0.359
4 O -0.597
5 H 0.339
6 H 0.288
7 O -0.591
8 O -0.484
9 Ni 0.526
10 O -0.499
11 O -0.189
12 H 0.339
13 H 0.337
14 H 0.300
15 H 0.292
16 H 0.304
17 H 0.369



Record 16
Molecular formula: ClH10O9
Method: DFT, ωB97M-V/def2-TZVPD

CARTESIAN COORDINATES (ANGSTROEM)
O (0.62, -0.18, 1.76)
H (0.40, 2.74, 1.41)
H (-0.99, 1.21, -1.93)
O (-0.72, -1.07, 0.17)
H (1.37, -2.90, -1.83)
O (-2.88, 0.24, -0.53)
H (0.89, -1.57, -1.29)
O (0.60, 3.04, 0.52)
H (0.64, 2.25, -0.01)
H (-3.43, -0.54, -0.57)
H (1.33, 0.11, 2.74)
O (0.68, -2.24, -1.94)
O (-1.06, 0.51, -2.57)
H (-1.01, -0.30, -2.05)
O (1.48, -0.70, -0.48)
Cl (0.35, -0.18, 0.34)
O (1.87, -0.24, 3.45)
O (-0.10, 1.08, -0.07)
H (1.98, -1.17, 3.23)
H (-2.00, -0.08, -0.35)

Results
LUMO = 3.356 eV
total charge = -1
F_max = 4.90 eV/A
highest occupied orbital energy = -7.17 eV
orbital gap = 10.53 eV

Charges obtained by Mulliken population analysis, quoted in units of e:
1 O -0.782
2 H 0.290
3 H 0.340
4 O -0.740
5 H 0.246
6 O -0.673
7 H 0.491
8 O -0.729
9 H 0.451
10 H 0.274
11 H 0.507
12 O -0.709
13 O -0.625
14 H 0.379
15 O -0.703
16 Cl 1.990
17 O -0.760
18 O -0.786
19 H 0.273
20 H 0.266



Record 17
Molecular formula: ClH14O7
Method: DFT, ωB97M-V/def2-TZVPD

CARTESIAN COORDINATES (ANGSTROEM)
H (18.71, 25.30, 11.65)
H (17.33, 23.60, 13.72)
H (19.64, 24.01, 8.98)
H (16.99, 24.84, 9.16)
H (19.92, 22.40, 10.40)
O (18.87, 23.46, 9.11)
H (18.42, 23.84, 9.87)
H (19.03, 23.29, 11.25)
O (16.89, 25.15, 8.26)
H (17.61, 25.76, 8.13)
O (15.12, 24.77, 10.90)
H (17.09, 22.99, 11.39)
O (16.87, 22.16, 10.96)
H (15.92, 25.09, 10.50)
H (19.08, 26.71, 11.23)
H (17.97, 24.09, 12.44)
O (17.89, 24.29, 13.37)
O (19.39, 25.97, 11.76)
H (14.96, 23.92, 10.48)
O (19.34, 22.39, 11.17)
Cl (17.72, 24.46, 10.93)
H (16.01, 22.31, 10.58)

Results
LUMO = 3.403 eV
total charge = -1
F_max = 7.31 eV/A
highest occupied orbital energy = -5.89 eV
orbital gap = 9.29 eV

Charges obtained by Mulliken population analysis, quoted in units of e:
1 H 0.487
2 H 0.280
3 H 0.265
4 H 0.299
5 H 0.259
6 O -0.819
7 H 0.850
8 H 0.431
9 O -0.676
10 H 0.290
11 O -0.604
12 H 0.189
13 O -0.571
14 H 0.316
15 H 0.261
16 H 0.482
17 O -0.720
18 O -0.781
19 H 0.297
20 O -0.625
21 Cl -1.150
22 H 0.241



Record 18
Molecular formula: ClH14O7
Method: DFT, ωB97M-V/def2-TZVPD

CARTESIAN COORDINATES (ANGSTROEM)
H (1.03, -0.53, -1.37)
H (-1.97, -2.98, 1.40)
H (-1.66, -1.47, 1.11)
H (1.82, -1.14, 2.41)
Cl (-0.39, 0.61, 0.83)
O (-2.24, -2.23, 0.87)
H (0.86, 2.20, -0.07)
H (-0.53, 1.43, -1.72)
H (3.18, 0.90, 0.50)
O (1.43, 2.77, -0.58)
O (0.96, -1.57, 2.40)
O (2.99, 0.01, 0.86)
H (0.88, -1.41, -2.64)
H (-3.78, -0.23, 0.93)
O (0.59, -1.35, -1.72)
H (-0.44, 1.30, -3.27)
H (0.35, -0.87, 2.18)
H (2.06, 0.04, 0.86)
O (-3.42, 0.37, 0.31)
O (-1.01, 1.60, -2.53)
H (-2.47, 0.43, 0.45)
H (1.76, 2.13, -1.21)

Results
LUMO = 2.996 eV
total charge = -1
F_max = 2.30 eV/A
highest occupied orbital energy = -6.38 eV
orbital gap = 9.38 eV

Charges obtained by Mulliken population analysis, quoted in units of e:
1 H 0.316
2 H 0.292
3 H 0.329
4 H 0.289
5 Cl -0.789
6 O -0.591
7 H 0.157
8 H 0.306
9 H 0.353
10 O -0.653
11 O -0.620
12 O -0.653
13 H 0.266
14 H 0.310
15 O -0.540
16 H 0.287
17 H 0.267
18 H 0.277
19 O -0.574
20 O -0.621
21 H 0.277
22 H 0.314



For each record above, in turn, the calculated DFT total energy values are -2474.47129; -1961.42661; -2138.31394; -2195.39383; -3076.34077; -3162.48406; -3278.95283; -3038.51525; -1355.52320; -850.68787; -894.96310; -1033.28349; -460.78874; -1004.67643; -2350.26456; -1143.05886; -995.09874; -995.37505 Eh.